Entry from the Open Molecules 2025 dataset: a cluster of 2 separate species, C5H14NO in total (ωB97M-V/def2-TZVPD).

Computed properties:
Total charge: +1
Multiplicity: 1
Relative energy (zero: lowest compared OMol25 entry of this formula, charge and spin), kcal per mole: 5.3
Max |F|, eV Å⁻¹: 1.3
Frontier orbital gap, eV: 12.72

```
21
C5H14NO, DFT ωB97M-V/def2-TZVPD
C 0.167 -0.476 1.985
C 0.504 -0.430 0.498
N -0.792 -0.275 -0.271
C -1.083 1.241 -0.297
C 0.273 1.879 -0.310
C 1.312 0.806 0.119
H -0.533 -1.286 2.210
H -0.377 0.432 2.269
H 1.059 -0.549 2.600
H 0.929 -1.371 0.180
H -1.577 -0.651 0.249
H -0.720 -0.744 -1.190
H -1.734 1.434 -1.133
H -1.688 1.371 0.596
H 0.500 2.162 -1.329
H 0.420 2.803 0.249
H 1.958 1.095 0.932
H 1.947 0.637 -0.729
H 0.198 -2.613 -2.873
H -0.469 -3.155 -1.656
O -0.295 -2.312 -2.097
```

Löwdin atomic charge list, values in e, 5 entries: -0.0233, -0.3039, 0.0824, -0.0807, -0.1330

---

Entry from the Open Molecules 2025 dataset: a cluster of 2 separate species, C5H14NO in total (ωB97M-V/def2-TZVPD).

Computed properties:
Total charge: +1
Multiplicity: 1
Relative energy (zero: lowest compared OMol25 entry of this formula, charge and spin), kcal per mole: 16.4
Max |F|, eV Å⁻¹: 0.8
Frontier orbital gap, eV: 10.38

```
21
C5H14NO, DFT ωB97M-V/def2-TZVPD
C -0.836 1.025 1.185
C -0.409 1.488 -0.205
C 0.492 0.527 -0.934
C 0.072 -0.170 -1.997
C 1.885 0.402 -0.394
N -1.427 -0.364 1.133
H -1.620 1.707 1.522
H -0.013 0.997 1.889
H -1.321 1.696 -0.765
H 0.122 2.433 -0.083
H -0.933 -0.027 -2.381
H 0.710 -0.827 -2.578
H 2.464 -0.275 -1.007
H 1.908 0.037 0.625
H 2.386 1.364 -0.356
H -0.738 -1.126 1.076
H -2.032 -0.492 0.316
H -1.987 -0.519 1.963
H 0.262 -3.366 0.541
H 0.807 -2.106 -0.127
O 0.211 -2.403 0.576
```

Löwdin atomic charge list, values in e, 5 entries: -0.1236, -0.1531, -0.3879, 0.0621, -0.0522

---

Entry from the Open Molecules 2025 dataset: a cluster of 2 separate species, C5H14NO in total (ωB97M-V/def2-TZVPD).

Computed properties:
Total charge: +2
Multiplicity: 2
Relative energy (zero: lowest compared OMol25 entry of this formula, charge and spin), kcal per mole: 181.8
Max |F|, eV Å⁻¹: 2.1
Frontier orbital gap (alpha / beta), eV: 6.87 / 5.36

```
21
C5H14NO, DFT ωB97M-V/def2-TZVPD
C -1.910 -0.307 0.016
O -2.611 -1.172 -0.847
C -0.510 0.167 -0.462
C 0.497 0.454 0.647
C 1.836 0.706 0.066
C 0.580 -0.583 1.764
N -0.737 0.919 -1.664
H -2.574 0.541 0.250
H -1.706 -0.922 0.921
H -2.121 -1.442 -1.665
H -0.002 -0.847 -0.796
H 0.134 1.356 1.172
H 1.868 1.264 -0.890
H 2.187 -0.330 -0.319
H 2.624 1.162 0.688
H -0.368 -0.647 2.280
H 0.993 -1.542 1.422
H 1.325 -0.348 2.544
H -0.824 1.920 -1.472
H 0.043 0.706 -2.277
H 1.278 -1.054 -1.377
```

Löwdin atomic charge list, values in e, 5 entries: -0.0415, 0.3368, -0.3554, -0.4092, -0.0009

---

Entry from the Open Molecules 2025 dataset: a cluster of 2 separate species, C5H14NO2 in total (ωB97M-V/def2-TZVPD).

Computed properties:
Total charge: -1
Multiplicity: 1
Relative energy (zero: lowest compared OMol25 entry of this formula, charge and spin), kcal per mole: 18.0
Max |F|, eV Å⁻¹: 3.1
Frontier orbital gap, eV: 7.07

```
22
C5H14NO2, DFT ωB97M-V/def2-TZVPD
C -0.092 -0.913 0.252
O 0.786 -1.829 0.663
C 0.691 0.552 0.168
C -0.058 1.814 -0.305
C -1.553 1.847 0.122
C -2.511 1.089 -0.778
N 1.266 0.745 1.518
H -0.867 -0.720 1.024
H -0.397 -0.990 -0.809
H 1.622 0.391 -0.403
H 0.042 2.041 -1.362
H 0.339 2.706 0.226
H -1.994 2.848 0.052
H -1.637 1.530 1.165
H -2.381 1.539 -1.792
H -3.562 1.049 -0.488
H -2.248 0.088 -1.140
H 0.673 1.232 2.183
H 1.377 -0.199 1.892
H 1.294 -2.683 -0.437
H 2.410 -2.492 -1.338
O 1.604 -3.021 -1.400
```

Löwdin atomic charge list, values in e, 5 entries: -0.4005, -0.3105, -0.3578, -0.1786, -0.2832

---

Entry from the Open Molecules 2025 dataset: a structure of composition C5H14NO2 (ωB97M-V/def2-TZVPD).

Computed properties:
Total charge: 0
Multiplicity: 2
Relative energy (zero: lowest compared OMol25 entry of this formula, charge and spin), kcal per mole: 164.8
Max |F|, eV Å⁻¹: 4.9
Frontier orbital gap (alpha / beta), eV: 8.74 / 4.92

```
22
C5H14NO2, DFT ωB97M-V/def2-TZVPD
C 2.973 -0.551 1.815
C 2.405 0.101 0.591
N 1.113 0.550 0.994
C 0.262 0.696 -1.533
C -0.401 0.553 -0.188
C -1.774 -0.239 -0.382
O -2.809 0.341 -1.244
H 2.258 -1.305 2.110
H 2.980 0.269 2.482
H 3.985 -1.149 1.634
H 2.384 -0.752 -0.243
H 3.100 0.962 0.197
H -0.759 1.525 0.199
H 1.005 -0.028 -1.818
H -0.338 0.764 -2.487
H 0.849 1.656 -1.613
H 0.062 -0.025 0.777
H -1.604 -1.179 -0.702
H -2.334 -0.139 0.585
H -3.637 -0.059 -0.804
H -5.264 -1.075 -0.437
O -4.460 -0.915 0.066
```

Löwdin atomic charge list, values in e, 5 entries: -0.1460, -0.4283, -0.0024, -0.1169, -0.2398

---

Entry from the Open Molecules 2025 dataset: a cluster of 2 separate species, C5H14NO2 in total (ωB97M-V/def2-TZVPD).

Computed properties:
Total charge: +1
Multiplicity: 1
Relative energy (zero: lowest compared OMol25 entry of this formula, charge and spin), kcal per mole: 63.0
Max |F|, eV Å⁻¹: 4.2
Frontier orbital gap, eV: 10.11

```
22
C5H14NO2, DFT ωB97M-V/def2-TZVPD
C 0.365 0.448 -0.647
O 1.642 0.349 -1.355
C 0.240 -0.762 0.333
C -1.176 -0.971 0.843
C -2.374 -0.367 0.097
C -3.395 0.149 0.714
N 0.699 -1.975 -0.479
H 0.422 1.425 -0.160
H -0.553 0.442 -1.345
H 2.263 0.962 -0.768
H 1.011 -0.729 1.175
H -1.246 -0.553 1.924
H -1.368 -2.055 0.911
H -2.388 -0.605 -0.960
H -3.339 0.463 1.772
H -4.266 0.466 0.220
H 1.205 -1.721 -1.367
H 1.486 -2.483 0.081
H -0.056 -2.700 -0.727
H 2.404 3.608 0.249
H 3.441 2.718 0.978
O 2.625 2.602 0.522
```

Löwdin atomic charge list, values in e, 5 entries: -0.1797, -0.1220, -0.2692, -0.1624, -0.2045

---

Copy entry 6 word for word.
Entry from the Open Molecules 2025 dataset: a cluster of 2 separate species, C5H14NO2 in total (ωB97M-V/def2-TZVPD).

Computed properties:
Total charge: +1
Multiplicity: 1
Relative energy (zero: lowest compared OMol25 entry of this formula, charge and spin), kcal per mole: 63.0
Max |F|, eV Å⁻¹: 4.2
Frontier orbital gap, eV: 10.11

```
22
C5H14NO2, DFT ωB97M-V/def2-TZVPD
C 0.365 0.448 -0.647
O 1.642 0.349 -1.355
C 0.240 -0.762 0.333
C -1.176 -0.971 0.843
C -2.374 -0.367 0.097
C -3.395 0.149 0.714
N 0.699 -1.975 -0.479
H 0.422 1.425 -0.160
H -0.553 0.442 -1.345
H 2.263 0.962 -0.768
H 1.011 -0.729 1.175
H -1.246 -0.553 1.924
H -1.368 -2.055 0.911
H -2.388 -0.605 -0.960
H -3.339 0.463 1.772
H -4.266 0.466 0.220
H 1.205 -1.721 -1.367
H 1.486 -2.483 0.081
H -0.056 -2.700 -0.727
H 2.404 3.608 0.249
H 3.441 2.718 0.978
O 2.625 2.602 0.522
```

Löwdin atomic charge list, values in e, 5 entries: -0.1797, -0.1220, -0.2692, -0.1624, -0.2045

---

- The lowest max |F| belongs to which entry?
  number 2

---

Please write out number 1 again, unchanged.
Entry from the Open Molecules 2025 dataset: a cluster of 2 separate species, C5H14NO in total (ωB97M-V/def2-TZVPD).

Computed properties:
Total charge: +1
Multiplicity: 1
Relative energy (zero: lowest compared OMol25 entry of this formula, charge and spin), kcal per mole: 5.3
Max |F|, eV Å⁻¹: 1.3
Frontier orbital gap, eV: 12.72

```
21
C5H14NO, DFT ωB97M-V/def2-TZVPD
C 0.167 -0.476 1.985
C 0.504 -0.430 0.498
N -0.792 -0.275 -0.271
C -1.083 1.241 -0.297
C 0.273 1.879 -0.310
C 1.312 0.806 0.119
H -0.533 -1.286 2.210
H -0.377 0.432 2.269
H 1.059 -0.549 2.600
H 0.929 -1.371 0.180
H -1.577 -0.651 0.249
H -0.720 -0.744 -1.190
H -1.734 1.434 -1.133
H -1.688 1.371 0.596
H 0.500 2.162 -1.329
H 0.420 2.803 0.249
H 1.958 1.095 0.932
H 1.947 0.637 -0.729
H 0.198 -2.613 -2.873
H -0.469 -3.155 -1.656
O -0.295 -2.312 -2.097
```

Löwdin atomic charge list, values in e, 5 entries: -0.0233, -0.3039, 0.0824, -0.0807, -0.1330

---

- relative energy (zero: lowest compared OMol25 entry of this formula, charge and spin) of number 4 (C5H14NO2)?
  18.0 kcal per mole